{
  "formula": "C2H10N2O2",
  "method": "ωB97M-V/def2-TZVPD",
  "elements": ["C", "C", "N", "N", "H", "H", "H", "H", "H", "H", "H", "H", "O", "H", "H", "O"],
  "positions_angstrom": [[0.019, -0.321, -1.072], [1.198, 0.158, -1.617], [2.064, 0.810, -0.713], [-1.107, -0.641, -1.797], [-0.149, -0.529, -0.074], [1.406, -0.117, -2.557], [1.754, 0.896, 0.201], [2.945, 0.399, -0.771], [-1.368, -1.598, -1.827], [-1.169, -0.279, -2.739], [0.905, 1.186, 2.801], [-0.261, 0.396, 3.023], [0.673, 0.278, 2.944], [-2.123, 0.023, 0.464], [-2.371, -1.113, 1.401], [-2.370, -0.211, 1.279]],
  "atomic_forces_ev_per_a": [[2.5, 0.6, -2.8], [-4.3, -0.5, 5.9], [0.5, 0.6, -2.9], [-1.1, 0.5, -1.5], [0.3, 0.2, 2.2], [1.2, 0.0, -3.4], [-0.9, -0.2, 1.8], [1.9, -0.5, 0.3], [-0.4, -1.1, 0.5], [0.3, 0.2, 0.1], [0.8, 0.9, -0.2], [-1.5, -0.6, 0.0], [0.7, -0.4, 0.1], [1.5, 0.9, -5.2], [0.1, -3.4, 0.0], [-1.7, 2.5, 5.2]],
  "mulliken_spin": [2.06, 0.04, 0.02, 0.21, -0.36, -0.12, -0.10, -0.09, -0.74, -0.06, -0.05, -0.12, 0.32, 0.11, -0.34, 0.21],
  "molar_mass_g_mol": 94.11,
  "gap_ev": [2.72, 7.79],
  "fmax_ev_per_a": 7.332,
  "charge": -1,
  "s_squared": 0.75,
  "multiplicity": 2,
  "de_lowest_kj_mol": 172.3
}